ORCA calculation (wB97M-V/def2-TZVPD) on 6 unconnected molecules or ions with the total composition C26H68N4O9.

```
107
Properties=species:S:1:pos:R:3:forces:R:3:lowdin_charge:R:1
C 0.413 -16.147 3.753 -1.363 -0.538 0.435 -0.06
C -1.149 -16.292 3.553 1.376 -0.013 -0.932 -0.33
O -1.869 -15.462 4.389 -0.427 1.419 1.213 -0.08
H 0.925 -16.697 2.963 -0.015 -0.326 0.221 0.06
H 0.631 -16.530 4.750 0.341 -0.266 -0.132 0.06
H 0.848 -15.148 3.729 -0.713 0.310 -0.152 0.06
H -1.550 -17.286 3.748 0.851 -0.558 -0.334 0.11
H -1.364 -16.033 2.516 -0.077 -0.107 -0.322 0.10
H -2.746 -15.829 4.523 0.040 0.097 -0.004 0.08
C -3.495 -19.163 -1.819 -1.668 1.647 1.007 -0.06
C -5.069 -19.110 -1.994 2.343 1.451 -0.122 -0.36
O -5.345 -20.357 -2.365 -1.723 -4.409 -1.410 -0.08
H -3.351 -19.714 -0.889 0.316 -0.071 -0.105 0.07
H -3.214 -18.123 -1.650 0.650 -0.019 0.071 0.06
H -2.911 -19.611 -2.623 -0.538 0.074 -0.127 0.07
H -5.431 -18.463 -2.793 0.393 0.855 0.253 0.11
H -5.593 -18.905 -1.060 0.279 0.655 0.273 0.11
H -6.017 -20.376 -3.050 -0.051 -0.181 0.162 0.10
C 0.274 -23.796 2.206 0.915 0.649 -1.277 -0.12
O -0.055 -25.046 1.575 -0.089 0.679 0.799 -0.18
C 1.104 -25.847 1.328 -1.098 -0.341 0.149 -0.20
C 0.684 -27.240 0.924 -0.562 -2.481 -1.070 -0.20
N 1.614 -28.064 0.141 2.584 0.195 -0.060 -0.11
C 2.063 -27.516 -1.139 0.845 -0.049 1.887 -0.21
C 2.752 -28.661 -1.922 -1.195 1.622 -1.097 -0.19
O 1.704 -29.357 -2.558 0.345 -0.996 0.448 -0.22
C 1.219 -28.921 -3.802 -0.427 -0.421 0.627 -0.11
H -0.574 -23.147 2.427 -0.408 -0.820 0.117 0.09
H 0.866 -23.181 1.529 -0.030 0.083 -0.834 0.07
H 0.994 -23.763 3.024 -0.411 -1.119 0.760 0.08
H 1.537 -26.016 2.314 1.197 0.637 -0.336 0.13
H 1.666 -25.409 0.502 0.669 0.294 0.515 0.12
H -0.181 -27.349 0.270 -1.082 1.185 0.687 0.12
H 0.594 -27.875 1.805 -0.803 0.378 0.209 0.12
H 1.227 -28.948 -0.156 -0.632 -0.107 0.811 0.10
H 2.765 -26.702 -0.960 0.218 0.052 0.018 0.10
H 1.157 -27.046 -1.523 0.075 -0.112 -1.530 0.11
H 3.342 -29.389 -1.366 -0.342 0.320 0.590 0.13
H 3.439 -28.210 -2.638 0.080 -0.018 -0.378 0.11
H 1.043 -27.848 -3.875 0.308 0.225 0.069 0.08
H 0.238 -29.396 -3.789 -0.017 -0.002 -0.828 0.09
H 1.867 -29.292 -4.596 -0.138 0.149 -0.276 0.09
C 4.234 -16.588 0.343 0.472 0.316 -1.568 -0.11
O 5.340 -15.925 0.943 -0.901 -0.303 0.890 -0.23
C 5.838 -14.688 0.385 -1.511 -0.303 0.551 -0.19
C 6.204 -13.844 1.630 1.418 -2.110 -0.860 -0.17
N 7.341 -14.593 2.309 -1.032 2.231 0.635 -0.04
C 7.696 -14.005 3.632 -0.263 -1.385 0.685 -0.19
C 6.664 -14.097 4.788 -0.698 0.286 0.046 -0.22
O 7.159 -13.351 5.938 -1.560 -0.514 -0.796 -0.20
C 6.223 -13.091 7.015 2.104 1.052 0.184 -0.10
H 3.351 -15.979 0.150 0.126 0.652 0.126 0.08
H 3.819 -17.475 0.821 0.824 0.134 0.924 0.08
H 4.589 -16.945 -0.624 -0.225 -0.127 -0.399 0.08
H 5.067 -14.096 -0.109 -0.558 -0.261 -0.186 0.11
H 6.517 -14.995 -0.411 0.853 0.574 0.442 0.12
H 5.271 -13.807 2.192 -0.017 -0.050 0.274 0.10
H 6.430 -12.820 1.333 0.614 -0.068 0.166 0.11
H 7.055 -15.558 2.393 -0.115 -0.082 0.118 0.09
H 7.962 -12.957 3.490 0.128 -0.094 0.088 0.12
H 8.513 -14.583 4.065 0.677 0.345 -0.565 0.11
H 6.373 -15.087 5.138 0.909 -0.679 -0.100 0.11
H 5.699 -13.840 4.350 -0.358 1.347 0.450 0.10
H 5.702 -13.916 7.501 -0.272 -0.280 -0.798 0.08
H 5.657 -12.172 6.862 -0.780 -0.462 -0.620 0.08
H 6.906 -12.727 7.784 0.149 -0.213 0.320 0.08
C -4.923 -7.984 12.201 0.320 -0.197 -1.334 -0.10
O -4.879 -9.084 11.305 0.757 -0.847 0.501 -0.21
C -6.108 -9.164 10.641 0.629 -0.651 -0.095 -0.25
C -6.063 -10.187 9.512 -0.875 -0.437 0.608 -0.18
N -7.382 -10.209 8.822 1.835 0.647 0.584 -0.07
C -7.418 -11.214 7.807 0.958 -1.565 -0.915 -0.21
C -7.138 -12.720 8.226 -1.346 -2.512 -0.311 -0.13
O -7.021 -13.676 7.075 -0.820 3.371 -0.891 -0.22
C -7.018 -15.053 7.144 0.357 -0.314 1.761 -0.16
H -4.887 -7.170 11.476 0.219 1.003 0.775 0.09
H -4.052 -8.047 12.853 -0.203 0.215 -0.043 0.09
H -5.871 -7.929 12.736 0.025 -0.137 0.336 0.08
H -6.330 -8.155 10.293 -0.712 -0.023 -0.250 0.12
H -6.770 -9.549 11.417 -1.007 0.396 -0.216 0.12
H -5.975 -11.181 9.951 0.634 0.003 0.410 0.10
H -5.195 -10.077 8.862 -0.320 0.423 -0.330 0.13
H -8.050 -10.342 9.568 -0.471 -0.245 -0.234 0.11
H -6.601 -11.083 7.098 -0.040 0.800 -0.183 0.11
H -8.347 -11.034 7.267 -0.071 -0.908 -0.099 0.12
H -7.978 -13.056 8.834 -0.383 -0.101 0.106 0.11
H -6.275 -13.017 8.823 0.427 1.096 0.121 0.11
H -6.690 -15.450 6.183 0.106 0.102 0.148 0.09
H -7.935 -15.559 7.446 -0.766 0.381 -0.322 0.08
H -6.366 -15.336 7.970 0.748 -0.499 -0.131 0.08
C 1.431 -7.692 4.438 -1.530 0.063 -0.526 -0.06
C 0.312 -8.707 4.175 1.175 0.384 -0.989 -0.43
C 0.903 -10.186 3.817 -2.545 2.563 1.098 -0.21
O 1.638 -10.243 2.645 0.788 -0.253 -0.609 -0.17
C 0.792 -10.216 1.508 -0.335 -0.080 -0.385 -0.10
N -0.693 -8.688 5.250 0.833 -0.755 -0.886 0.04
H 1.097 -6.697 4.145 -0.287 0.142 0.238 0.07
H 2.233 -7.872 3.723 0.663 -0.356 0.903 0.08
H 1.510 -7.679 5.525 1.355 0.011 -0.100 0.07
H -0.211 -8.329 3.296 -0.111 -0.392 -0.270 0.11
H -0.064 -10.670 3.685 0.091 -1.014 0.066 0.10
H 1.390 -10.529 4.729 0.556 -0.354 -0.451 0.13
H 0.056 -11.018 1.566 -0.530 0.215 0.401 0.09
H 1.241 -10.442 0.541 1.123 0.104 0.419 0.09
H 0.350 -9.228 1.380 -0.387 -0.098 0.139 0.08
H -1.138 -9.577 5.072 -0.929 -0.179 0.549 0.06
H -0.206 -8.813 6.126 0.072 -0.022 0.405 0.06
```
Forces are in eV/Å.

The LUMO energy is 0.35 eV. The total charge is 0. The SMILES is COC[C@H](C)N.COCCNCCOC.COCCNCCOC.COCCNCCOC.CCO.CCO. For the highest occupied orbital energy, the calculation gives -8.4 eV. As for the multiplicity: 1. As for the HOMO-LUMO gap: 0.3219 Eh. As for the molar mass: 580.85 g/mol. For the relative energy (zero: lowest compared OMol25 entry of this formula, charge and spin), the calculation gives 201.77 kJ/mol.


ORCA calculation (wB97M-V/def2-TZVPD) on C12H20N2 in the gas phase.

```
34
Properties=species:S:1:pos:R:3:forces:R:3:lowdin_charge:R:1
C -2.066 -1.314 -0.460 3.543 -0.463 -0.196 -0.09
C -3.937 -0.322 0.107 0.065 2.551 1.092 -0.04
C -0.574 0.699 1.347 2.846 -1.178 0.070 -0.09
C -2.859 -1.090 0.760 -0.484 -0.423 -0.402 -0.18
C -1.572 1.190 0.345 1.343 -1.982 -1.454 -0.21
C -0.436 1.859 -0.494 1.190 -2.076 -1.791 -0.25
C 1.968 0.729 0.404 -0.096 1.246 -3.665 -0.31
C -2.442 0.061 -0.076 -1.522 -0.054 -0.188 -0.27
C 0.571 1.427 0.531 0.195 -2.586 1.377 -0.06
C -0.045 1.222 -1.870 3.731 0.670 0.971 -0.04
C 3.090 1.763 -0.093 -1.771 -1.801 -1.583 -0.04
C 2.119 -2.902 0.046 -0.254 -0.767 2.128 -0.09
N 2.041 -0.556 -0.467 -0.168 2.065 0.772 0.03
N 1.841 -1.547 0.382 -0.314 0.261 -0.378 -0.17
H -0.963 -1.580 -0.513 -1.066 0.499 1.106 0.12
H -2.397 -1.740 -1.360 -1.549 -0.585 -1.073 0.08
H -4.445 -0.683 -0.773 -0.343 -0.211 -0.013 0.09
H -4.516 0.376 0.809 0.675 -1.081 -1.221 0.13
H -0.767 1.069 2.355 0.200 -0.395 0.193 0.11
H -0.401 -0.463 1.306 -0.323 2.097 0.386 0.13
H -2.780 -1.307 1.807 0.396 -0.157 0.075 0.13
H -2.079 1.939 0.777 -2.498 2.638 1.400 0.10
H -0.442 2.901 -0.489 -0.711 1.950 -0.451 0.11
H 2.134 0.346 1.348 0.858 -0.159 2.406 0.07
H -0.800 1.092 -2.587 -1.143 -0.119 -0.857 0.04
H 0.465 0.284 -1.563 -1.011 0.085 -0.788 0.04
H 0.921 1.723 -2.388 -2.403 -0.475 1.142 0.12
H 2.527 2.402 -0.856 1.392 -0.879 0.617 0.08
H 4.062 1.266 -0.457 -1.720 0.806 0.391 0.10
H 3.253 2.373 0.738 0.662 1.170 1.274 0.03
H 3.108 -3.194 0.341 0.718 -0.137 0.552 0.07
H 1.388 -3.475 0.616 0.188 -0.453 0.051 0.08
H 2.075 -3.259 -0.930 -0.637 0.490 -2.099 0.06
H 1.958 -1.292 1.357 0.012 -0.546 0.156 0.12
```
Forces are in eV/Å.

The LUMO energy (spin up / spin down) is 0.90 / 0.47 eV. The total charge is 0. For the highest occupied orbital energy (spin up / spin down), the calculation gives -7.6 / -7.0 eV. As for the multiplicity: 1. As for the HOMO-LUMO gap (spin up / spin down): 0.3129 / 0.2752 Eh. As for the molar mass: 192.31 g/mol. For the relative energy (zero: lowest compared OMol25 entry of this formula, charge and spin), the calculation gives 908.43 kJ/mol.


Number 1: F_max 0.09606 Eh/bohr. Number 2: F_max 0.07610 Eh/bohr.